No. 1
Computed, not measured: C34H53BClI2N5O3OsS as an isolated structure in a non-equilibrium geometry, with ωB97M-V with the def2-TZVPD basis set.

**Total charge**: +2
**Multiplicity**: 5
**HOMO level (spin up / spin down)**: -11.36 / -11.67 eV
**Energy above the lowest of the compared OMol25 structures with the same formula, charge and spin**: 26.7 kcal per mole
**⟨S²⟩**: 6.03
**Gap between HOMO and LUMO (spin up / spin down)**: 5.7 / 1.7 eV

Geometry as XYZ:
```
101
Properties=species:S:1:pos:R:3:forces:R:3:lowdin_charge:R:1
Os 0.1089 0.3587 0.5312 0.3 -1.2 0.5 0.922
I -1.2248 -0.8420 2.7632 0.0 0.0 0.0 0.931
I -1.8197 -3.4135 0.3501 0.0 -0.1 0.0 0.906
Cl -9.1049 4.7229 4.3096 1.4 0.4 0.3 0.880
S -2.0102 0.5853 -0.6741 -0.2 0.3 -0.5 0.530
O 1.4975 -2.0023 -0.9250 0.3 -0.7 -0.3 0.070
O 1.5116 -2.3382 1.3379 0.4 -0.7 0.3 0.060
O -0.7937 6.5489 2.7049 -0.3 0.0 0.2 0.000
N -0.8981 3.7941 2.9400 -0.1 0.6 0.4 -0.084
N -0.0779 2.1775 1.7590 -0.2 0.5 0.4 -0.097
N -1.8799 1.3143 -3.1970 0.0 0.3 -0.4 -0.017
N -0.6673 -0.6088 -2.6266 -0.2 0.0 -0.3 -0.004
N 0.4428 3.9614 2.9889 0.0 0.4 0.3 0.158
C 3.8140 -6.3742 -1.9036 0.0 0.0 0.0 -0.561
C 2.1172 -3.4234 0.7089 0.0 0.1 0.2 -0.206
C -1.7976 4.6853 3.6799 0.5 -0.3 -0.3 -0.034
C -5.2337 4.6009 5.2203 -1.2 -1.8 0.0 0.023
C 3.1832 -5.3045 -1.0126 0.0 0.0 0.1 -0.154
C 3.8122 1.8346 -1.4363 0.1 0.1 0.1 -0.077
C -1.2874 -2.9421 2.3273 0.0 0.2 0.1 -1.058
C 3.1923 -5.4811 0.3797 0.1 -0.1 -0.1 -0.017
C 5.3165 -6.4510 -1.5948 0.0 0.0 0.0 -0.040
C 3.4844 0.7933 0.8241 0.1 0.0 0.0 -0.087
C -2.2082 5.3004 0.5780 0.0 0.0 0.0 -0.025
C 1.5337 1.0517 -0.7970 -0.1 0.3 0.0 -0.332
C -6.5425 4.2198 4.9711 1.9 -1.0 0.6 -0.024
C -3.4170 6.3443 5.3786 -0.4 -0.5 0.1 -0.095
C -2.9628 6.0066 1.7231 0.1 0.0 0.0 -0.490
C 2.6221 -4.1425 -1.5420 0.0 0.0 0.0 0.072
C 2.6658 -4.5550 1.2682 0.0 0.1 0.0 0.032
C -5.8003 6.8856 4.7950 -1.8 0.9 -0.5 0.027
C 2.8466 1.6509 -0.2648 -0.2 -0.1 -0.3 -0.501
C -2.6537 6.9450 4.1807 0.0 0.3 -0.3 -0.069
C -7.1105 6.5240 4.5442 1.0 1.7 0.0 -0.027
C -1.4512 0.4160 -2.3260 -0.1 -0.4 0.6 -0.767
C 0.1492 -0.8259 -3.8244 0.0 0.0 0.2 -0.029
C 3.6386 -6.0595 -3.3891 0.0 0.0 0.0 -0.069
C -1.2016 2.7245 2.2317 0.5 -0.5 -0.5 -0.199
C -7.4713 5.1858 4.6252 -2.3 -0.4 -0.5 -0.573
C 0.9103 2.9848 2.2695 -0.5 -0.3 -0.2 -0.144
C 3.1607 -7.7347 -1.6207 0.0 0.0 0.0 -0.043
C -3.2578 7.4377 1.2490 0.0 0.0 0.0 -0.033
C -1.9351 1.2142 -4.6612 0.0 0.0 0.2 -0.037
C -4.3024 5.2924 1.9138 0.1 -0.1 0.0 -0.022
C -4.8397 5.9296 5.1200 1.5 0.4 0.3 -0.160
C -2.0893 6.0502 3.0363 0.2 -0.3 -0.2 -0.416
C 2.1015 -3.2295 -0.6517 -0.1 0.2 -0.2 -0.182
B 1.1367 -1.5005 0.3167 -0.8 1.5 -0.1 -0.879
H -3.7247 7.3959 0.2643 0.0 0.0 0.0 0.096
H 5.8060 -5.4951 -1.7916 0.0 0.0 0.0 0.092
H 3.2735 -8.0378 -0.5795 0.0 0.0 0.0 0.077
H 2.6965 -4.7111 2.3381 0.0 0.0 0.0 0.127
H -4.9398 5.7886 2.6426 -0.1 0.1 0.0 0.062
H -2.6576 5.5841 -0.3747 0.0 0.0 0.0 0.093
H -2.0472 0.1781 -4.9621 0.0 0.0 0.0 0.087
H -7.8599 7.2628 4.2950 0.0 0.0 0.0 0.134
H 4.0703 -6.8664 -3.9809 0.0 0.0 0.0 0.090
H 2.0942 -7.7127 -1.8541 0.0 0.0 0.0 0.092
H -4.1840 4.2487 2.2190 0.0 0.0 0.0 0.082
H -2.7167 4.1346 3.8699 0.0 0.0 0.0 0.118
H 3.3649 2.4305 -2.2339 0.0 0.0 0.0 0.079
H -2.8705 5.5153 5.8332 -0.1 0.1 -0.1 0.118
H -3.9513 7.9641 1.9029 0.0 0.1 0.0 0.077
H 0.9669 1.8168 -1.3530 0.3 0.1 -0.1 0.061
H -2.2900 4.2157 0.6397 0.0 0.0 0.0 0.059
H -2.3624 2.0984 -2.7801 0.1 -0.2 0.0 0.117
H -1.2933 4.8599 4.6280 0.0 0.0 0.0 0.143
H 2.8229 0.6363 1.6827 0.0 0.0 0.0 0.055
H 3.7455 -0.1946 0.4324 0.0 0.0 0.0 0.090
H 2.6313 2.6469 0.1316 0.0 0.0 0.1 0.103
H -1.7670 7.4221 4.6032 -0.1 0.0 0.1 0.143
H 0.4913 0.1230 -4.2250 0.0 0.0 0.0 0.092
H 4.7216 2.3396 -1.1113 0.1 0.0 0.0 0.082
H -2.3551 8.0439 1.1393 0.0 0.0 0.0 0.099
H 5.7869 -7.2102 -2.2214 0.0 0.0 0.0 0.089
H 2.5848 -5.9775 -3.6655 0.0 0.0 0.0 0.088
H -4.5060 3.8490 5.5101 -0.1 0.0 0.0 0.139
H -1.1542 5.5767 0.5508 -0.1 0.0 0.0 0.098
H -3.2559 7.7457 3.7546 0.0 0.1 0.0 0.107
H 3.6277 -8.5028 -2.2385 0.0 0.0 0.0 0.089
H 4.0959 0.8649 -1.8527 0.0 0.0 0.0 0.086
H -5.5163 7.9310 4.7399 0.0 -0.1 0.0 0.148
H 4.4030 1.2516 1.1912 0.1 0.0 0.0 0.088
H 1.9622 2.8181 2.1149 0.0 0.0 0.0 0.113
H -2.0228 -3.3443 3.0143 0.0 0.0 -0.1 -0.029
H 4.1512 -5.1379 -3.6745 0.0 0.0 0.0 0.086
H -4.8417 5.2877 0.9638 0.0 0.0 0.1 0.106
H -1.0575 1.6501 -5.1323 0.0 0.0 0.0 0.090
H -0.8625 7.4862 2.4936 0.1 0.0 -0.1 0.108
H -2.8163 1.7558 -4.9933 0.0 0.0 0.0 0.095
H -2.2073 2.3845 2.0413 0.0 -0.1 0.0 0.124
H -3.4295 7.1323 6.1353 -0.2 0.1 0.0 0.151
H 2.5939 -3.9530 -2.6058 0.0 0.0 0.0 0.115
H 3.6384 -6.3774 0.7888 0.0 0.0 0.0 0.113
H 1.7825 0.2488 -1.4963 0.0 0.0 0.0 0.041
H -6.8550 3.1876 5.0518 0.1 0.0 0.0 0.133
H -0.3843 -1.3850 -4.5895 0.0 0.0 0.0 0.092
H 1.0213 -1.3983 -3.5163 0.0 0.0 0.0 0.087
H 5.5017 -6.7170 -0.5532 0.0 0.0 0.0 0.082
H -0.5625 -1.2967 -1.8912 0.1 0.1 0.1 0.071
H -0.2859 -3.2970 2.5292 0.0 -0.1 0.0 -0.033
```
Forces are in eV/Å.

No. 2
Computed, not measured: C34H53ClCrN5PS3Sb as an isolated structure in a non-equilibrium geometry, with ωB97M-V with the def2-TZVPD basis set.

**Total charge**: -2
**Multiplicity**: 2
**HOMO level (spin up / spin down)**: -1.50 / -1.53 eV
**Energy above the lowest of the compared OMol25 structures with the same formula, charge and spin**: 22.7 kcal per mole
**⟨S²⟩**: 0.82
**Gap between HOMO and LUMO (spin up / spin down)**: 5.6 / 5.7 eV

Geometry as XYZ:
```
99
Properties=species:S:1:pos:R:3:forces:R:3:lowdin_charge:R:1
Sb 2.5225 2.6351 1.5111 0.1 -0.2 0.0 1.395
Cr 0.2754 0.8235 -0.2044 -1.0 -0.4 -1.1 -0.091
Cl 1.9933 -2.6865 -2.8817 0.3 -0.1 0.2 0.695
S -1.0087 2.4581 0.9803 0.2 0.1 0.2 0.545
S 0.7067 2.5080 -1.8131 0.1 -0.1 -0.1 0.611
S 0.4711 -0.1795 2.0954 -0.2 -0.1 0.6 0.584
P -2.3176 -0.6174 -1.7784 -0.1 -0.1 0.0 0.858
N -1.1359 0.0979 -1.1135 1.1 0.0 0.6 -0.326
N 1.5558 -1.7990 3.9005 -0.3 -0.2 0.0 0.044
N -0.3492 5.9261 -2.8233 0.0 0.2 -0.2 0.115
N -0.4156 -2.6111 2.8147 0.3 0.1 0.4 0.095
N -2.4794 5.8483 0.5494 -0.1 0.1 0.0 0.115
C 2.0762 -0.1007 -1.0645 0.0 -0.4 0.6 -0.268
C -0.5680 -1.0471 -3.8761 -0.2 -0.1 -0.2 -0.135
C 0.5402 -1.6572 2.9925 0.2 -0.5 -0.2 -0.748
C 2.2277 4.7560 1.8347 0.3 0.2 -0.1 -0.417
C -2.5251 -2.3686 -1.0903 0.5 0.0 0.1 -0.571
C 5.1018 2.8727 -0.2305 -0.1 0.0 0.2 -0.201
C -2.9245 -1.7484 -4.3922 0.0 0.0 -0.1 -0.090
C 2.6890 2.1380 3.5999 0.1 0.2 0.2 -0.455
C -3.5314 1.8681 -1.6328 -0.1 -0.1 0.0 -0.085
C -2.3617 -2.2996 0.4456 -0.2 -0.2 -0.1 -0.104
C -5.0853 -0.0152 -2.3330 -0.1 0.0 0.0 -0.092
C -1.3001 -3.1580 -1.6034 -0.2 -0.1 0.0 -0.098
C -2.2605 0.6803 -4.2296 0.0 0.1 0.0 -0.092
C -2.0594 -0.7294 -3.6430 0.3 0.1 -0.1 -0.581
C 2.5849 -2.6121 -1.2203 0.0 -0.3 0.1 -0.572
C 3.6942 -2.6321 1.2919 0.0 0.1 0.0 -0.108
C -0.3837 -3.6968 3.5825 -0.1 0.3 -0.3 -0.358
C -4.2583 0.1604 0.0135 0.0 -0.1 0.1 -0.095
C 3.0343 -3.8169 -0.6700 -0.1 0.3 -0.1 -0.146
C -1.4914 -4.6942 3.3639 0.0 0.0 0.0 -0.047
C -1.8212 4.9558 0.2368 0.5 -0.7 -0.2 -0.289
C 4.6827 2.6432 1.2345 0.1 0.1 -0.3 -0.450
C 0.6007 -3.9008 4.5371 0.0 0.0 0.1 -0.066
C -0.3374 5.0066 -2.1318 0.0 -0.8 0.6 -0.289
C 1.5538 -2.9014 4.6404 0.0 0.4 -0.3 -0.179
C 3.5857 -3.8373 0.5997 -0.1 0.1 -0.1 -0.127
C -0.2952 3.8229 -1.2756 0.4 0.7 -1.0 -0.753
C 3.6478 2.9861 4.4439 -0.1 -0.1 0.0 -0.204
C 2.6115 -1.3887 -0.5386 -0.1 0.3 -0.2 -0.307
C 3.2234 -1.4570 0.7316 0.1 -0.2 0.0 -0.082
C -3.8810 0.3599 -1.4630 0.0 0.4 0.1 -0.578
C 3.4998 5.6118 1.9428 -0.2 0.0 0.0 -0.203
C -3.8032 -3.1208 -1.4466 -0.1 -0.1 0.0 -0.092
C -1.0031 3.8019 -0.1306 -0.8 0.7 0.8 -0.762
H 4.5965 2.1751 -0.9062 0.0 0.1 0.1 0.049
H -0.3765 -2.6035 -1.4249 -0.1 0.0 0.0 0.057
H -4.6974 -2.6134 -1.0771 0.1 -0.1 0.0 0.055
H 2.9457 -4.7229 -1.2555 0.0 0.0 0.0 0.083
H -1.8801 -3.2171 0.8047 -0.2 0.2 -0.1 0.050
H 6.1813 2.7416 -0.3709 0.0 0.0 0.0 0.052
H 1.6715 2.1947 3.9922 0.0 -0.1 0.0 0.039
H -1.7076 1.4272 -3.6479 0.0 -0.1 -0.1 0.071
H -0.3294 -2.0941 -3.7074 -0.1 0.2 -0.1 -0.002
H 3.7360 2.5798 5.4602 0.0 0.1 -0.1 0.055
H 4.6575 3.0183 4.0207 -0.1 0.0 0.0 0.043
H -2.6121 -2.7741 -4.1761 -0.1 0.1 0.0 0.059
H -1.3687 -3.3893 -2.6677 0.0 0.0 0.1 0.052
H 0.6235 -4.7859 5.1596 0.0 0.0 0.0 0.085
H -3.9897 -1.6617 -4.1632 0.1 0.0 -0.1 0.057
H -5.9656 0.5321 -1.9666 0.1 -0.1 -0.1 0.084
H 4.1509 5.2766 2.7579 -0.1 0.0 -0.1 0.040
H -2.4664 2.0490 -1.4785 -0.1 -0.1 0.0 0.028
H 2.7654 0.7046 -0.8203 0.2 0.1 0.0 -0.017
H -0.3061 -0.8042 -4.9147 -0.1 0.0 0.1 0.086
H 4.1360 -2.6049 2.2853 -0.1 0.0 -0.1 0.094
H -5.0486 0.8765 0.2675 0.0 0.0 0.0 0.082
H -4.0646 2.4613 -0.8805 0.0 -0.1 -0.1 0.084
H 3.2548 6.6664 2.1289 0.0 -0.1 0.0 0.058
H -5.3168 -1.0829 -2.2914 0.0 0.1 0.0 0.054
H 4.9969 1.6482 1.5745 0.0 0.1 0.0 0.042
H -1.3335 -5.6050 3.9451 0.0 0.0 0.0 0.062
H -1.5584 -4.9442 2.3045 0.0 0.0 0.0 0.065
H -3.7651 -4.1065 -0.9648 0.0 0.0 0.0 0.083
H -3.3192 -2.1996 0.9650 0.1 0.0 -0.1 0.069
H -1.8570 0.6893 -5.2482 0.0 0.0 0.0 0.080
H 1.6011 5.1013 1.0124 0.0 0.1 0.0 0.030
H 4.8479 3.8854 -0.5657 0.0 -0.1 0.0 0.053
H 3.3117 -0.5387 1.2932 -0.1 0.1 0.1 0.077
H 3.2946 4.0209 4.5379 0.1 -0.1 0.0 0.051
H 2.3687 -2.9925 5.3557 0.0 0.0 0.0 0.092
H -4.9434 0.2562 -3.3796 0.0 0.0 0.0 0.055
H -3.9151 -3.2805 -2.5209 0.0 0.0 0.1 0.056
H -2.8007 -1.5891 -5.4717 0.0 0.0 0.1 0.081
H 0.0585 -0.4506 -3.2144 0.0 0.0 0.0 0.042
H 1.6253 4.8237 2.7409 0.0 0.0 0.1 0.044
H -2.4461 -4.2483 3.6528 0.0 0.0 0.0 0.079
H 5.1437 3.3850 1.8961 0.0 -0.1 -0.1 0.020
H 3.9331 -4.7677 1.0309 0.0 0.0 0.0 0.083
H -4.6432 -0.8444 0.2111 0.0 0.1 0.0 0.056
H 2.9558 1.0800 3.6193 0.0 0.0 0.1 0.024
H 4.0870 5.5713 1.0177 -0.1 0.0 0.1 0.052
H -3.8099 2.2493 -2.6172 0.0 -0.1 0.0 0.070
H 1.9526 -0.1214 -2.1406 -0.1 0.0 -0.2 -0.002
H -1.7150 -1.4824 0.7587 0.0 0.0 0.0 0.026
H -1.2296 -4.1076 -1.0581 -0.1 0.1 0.0 0.085
H -3.3082 0.9808 -4.2884 0.1 0.0 0.0 0.055
H -3.4032 0.3525 0.6693 -0.1 0.0 -0.1 0.075
```
Forces are in eV/Å.

> Among the records above, which one has the highest total charge?

C34H53BClI2N5O3OsS

> multiplicity of number 1 (C34H53BClI2N5O3OsS)?

5

> Which value of energy above the lowest of the compared OMol25 structures with the same formula, charge and spin does entry 2 give?

22.7 kcal per mole